Formula: C26H59ClN5O10
Source: the OMol25 dataset
Level of theory: ωB97M-V/def2-TZVPD

Computed properties:
Energy   -2511.99768 Ha
Charge   -3
ΔE to the lowest compared entry with this formula, charge and spin   0.000 eV

Geometry (Å):
N1 -1.138 4.394 -30.157
H1 -0.689 4.579 -31.084
H2 -2.121 4.455 -30.403
H3 -0.861 5.171 -29.537
H4 -0.852 3.456 -29.891
N2 2.351 5.149 -30.499
H5 1.715 5.009 -31.310
H6 2.445 4.237 -30.043
H7 1.940 5.726 -29.746
H8 3.239 5.576 -30.822
C1 0.216 6.946 -26.630
C2 0.744 7.455 -25.388
C3 2.292 7.741 -25.363
O1 2.779 8.323 -24.383
C4 3.074 7.309 -26.486
C5 2.495 6.787 -27.632
C6 1.002 6.673 -27.728
O2 0.436 6.220 -28.789
O3 3.277 6.258 -28.498
O4 0.061 7.500 -24.363
H9 -0.862 6.853 -26.649
H10 4.134 7.378 -26.282
O5 0.265 4.967 -32.381
C7 0.685 4.055 -33.376
C8 0.648 4.447 -34.883
O6 -0.501 4.991 -35.473
H11 0.107 3.121 -33.265
H12 1.713 3.722 -33.119
H13 0.797 3.523 -35.478
H14 1.496 5.110 -35.149
Cl1 1.052 2.059 -28.361
O7 2.127 2.674 -29.121
O8 1.613 1.058 -27.499
O9 0.462 3.087 -27.568
O10 0.082 1.507 -29.245
C9 6.223 2.190 -34.241
C10 4.937 1.661 -33.618
N3 5.145 1.042 -32.315
C11 3.902 0.909 -31.557
C12 3.059 -0.303 -31.962
C13 5.965 -0.165 -32.313
C14 6.342 -0.586 -30.897
H15 6.789 1.334 -34.623
H16 6.938 2.670 -33.572
H17 5.948 2.865 -35.050
H18 4.255 2.502 -33.480
H19 4.427 0.924 -34.252
H20 3.298 1.815 -31.546
H21 4.261 0.858 -30.527
H22 3.465 -1.286 -31.716
H23 2.913 -0.323 -33.046
H24 2.059 -0.235 -31.532
H25 5.493 -0.965 -32.902
H26 6.888 0.061 -32.852
H27 6.842 0.252 -30.409
H28 5.543 -0.955 -30.255
H29 7.064 -1.409 -30.889
C15 4.455 5.684 -33.712
C16 5.465 5.636 -32.571
N4 4.915 6.082 -31.263
C17 5.889 5.630 -30.240
C18 5.674 4.155 -29.904
C19 4.942 7.551 -31.310
C20 4.165 8.165 -30.141
H30 4.778 5.160 -34.613
H31 4.040 6.659 -33.958
H32 3.593 5.089 -33.392
H33 5.870 4.629 -32.470
H34 6.344 6.203 -32.917
H35 6.916 5.857 -30.555
H36 5.725 6.202 -29.327
H37 4.668 4.031 -29.505
H38 5.824 3.489 -30.753
H39 6.310 3.811 -29.085
H40 4.560 7.899 -32.270
H41 5.982 7.914 -31.332
H42 4.290 9.250 -30.103
H43 4.382 7.743 -29.162
H44 3.099 8.070 -30.359
C21 -2.053 9.998 -34.381
C22 -1.511 10.110 -32.956
N5 -0.634 9.011 -32.605
C23 0.711 9.231 -33.157
C24 1.603 7.999 -33.083
C25 -0.565 8.826 -31.163
C26 -1.889 8.388 -30.544
H45 -1.242 10.094 -35.103
H46 -2.740 10.822 -34.597
H47 -2.599 9.064 -34.505
H48 -0.953 11.062 -32.901
H49 -2.355 10.233 -32.280
H50 0.701 9.625 -34.172
H51 1.158 10.003 -32.504
H52 2.629 8.371 -33.169
H53 1.520 7.419 -32.167
H54 1.390 7.325 -33.912
H55 -0.179 9.723 -30.645
H56 0.186 8.096 -30.866
H57 -1.754 8.198 -29.477
H58 -2.249 7.451 -30.971
H59 -2.721 9.092 -30.617

Löwdin atomic charge list, values in e, 8 entries: 0.2708, 0.0479, 0.1202, 0.0814, 0.0813, 0.2382, 0.0594, 0.0577